Record 1
Formula: C60H60BF17INbO6PS
Source: OMol25
Level of theory: ωB97M-V/def2-TZVPD

The geometry in ORCA input format:
```
! RIJCOSX wB97M-V def2-TZVPD def2/J DEFGRID3
* xyz -1 1
C -8.0559 -4.9170 -1.4557
H 2.2972 3.6223 -6.1143
O 0.5140 2.7399 -0.1819
C -3.6511 -1.4947 1.8048
C 6.4126 -1.4135 -5.0462
C -7.6179 -6.0490 -2.1354
H 6.4125 2.2729 -8.5140
C -9.6464 5.3811 2.9729
H 3.9869 -1.7413 -1.4896
C 7.8907 -3.2356 -3.5513
H 11.3965 -1.2772 -5.9484
H 4.6447 3.5356 -9.7019
H -5.3599 -2.9173 -1.9428
H 4.5257 4.4743 2.1173
C -3.8687 -7.8654 0.0910
C -9.1040 -2.4860 7.0665
F -6.4647 1.8260 -0.8103
O 1.0592 -1.5236 -0.6906
H 3.0809 1.1176 5.7833
H -4.9772 -6.0236 0.0479
C 11.4553 1.8434 -4.6192
C 3.3617 3.6580 -7.9812
F -7.8472 0.6234 2.0214
H -3.0743 -4.6571 0.8463
H 4.0523 2.3371 -4.9336
H 5.1240 0.1040 4.3857
C 4.0395 -0.2315 4.3590
C -8.0099 7.6261 3.1059
C 4.7777 6.1915 0.8481
C -4.0232 -6.4934 0.2639
B 4.2477 1.7474 1.1763
H -8.3430 -0.3397 4.5521
H -6.4977 -4.0705 5.5820
F -4.3246 -1.2723 -0.5652
C 10.2073 1.8473 -4.0047
C 7.2557 -2.1707 -2.9198
F -1.7933 -2.9182 1.2885
C -8.3958 5.3665 2.3639
O 3.0299 1.9886 1.8659
H 6.0165 -0.4319 -3.1747
H 4.3487 -1.1286 2.3148
H 4.6454 -1.0784 0.0825
C -9.1741 -1.3609 6.2516
H -0.9010 -5.7273 1.3486
C -2.6437 -8.4664 0.3620
H -6.6369 -2.0794 4.1193
C 6.2214 5.6588 2.7025
C 7.0447 -2.4805 -5.6775
C 3.7312 -1.5863 -0.3840
H 1.3509 3.1871 0.0752
C 4.1842 2.6037 -5.9767
C 5.5364 7.3272 0.5832
C 0.3998 -1.3861 2.7438
H -4.7030 -8.4658 -0.2560
H -7.3697 8.5001 3.1615
S 2.1705 -0.5858 -0.1981
C 4.5171 3.2769 -8.6565
F -1.6741 -0.9323 0.3495
C 11.0641 -0.4020 -5.4007
H -2.5209 -9.5352 0.2208
C -8.1416 -3.4611 6.8259
F -6.7009 -0.9169 -0.2258
O 2.2351 0.4899 -1.2856
H -8.0855 -4.3373 7.4628
C 3.4948 -0.9416 3.0385
C 6.9768 6.7973 2.4411
C 3.1732 0.0152 5.4855
H 5.2719 7.9750 -0.2452
H 1.3690 1.0528 3.7697
H 2.5897 4.2161 -8.5000
H 3.5958 -2.6373 0.0575
H 8.4706 -3.9435 -2.9688
C 9.8199 -0.4019 -4.7783
F -5.8186 1.2923 2.6709
C 6.5143 -1.2606 -3.6671
F 0.8633 -2.5578 2.0936
P -0.0788 1.7689 1.0986
C 5.1194 5.3590 1.9088
C 9.3906 0.7232 -4.0820
C 7.7815 -3.3937 -4.9294
F 0.7420 -1.6365 4.1388
C -2.0518 -1.5353 1.5529
C 6.6331 7.6320 1.3824
C -6.0313 -0.5334 0.9674
C -1.7321 -6.3266 0.9932
Nb 1.7800 0.3192 2.1334
C -6.5311 0.8666 1.5334
H 6.9631 -2.6007 -6.7523
H -7.5875 -2.9055 -0.8640
F -4.0129 -0.9180 3.0359
H 6.0103 0.9717 0.8601
C -1.5760 -7.6978 0.8151
F -4.1051 -2.8356 1.9056
F -1.6099 -2.1522 3.7888
H 8.4201 0.7245 -3.5991
H 7.8335 7.0339 3.0628
C -6.3710 -6.0518 -2.7524
H 6.4911 5.0058 3.5251
C -7.2452 -3.7879 -1.3901
H -0.6219 -8.1671 1.0294
H -4.5844 -4.9281 -3.1597
H -8.0594 4.4813 1.8374
C -6.6592 2.0814 0.5277
H 4.3194 3.2990 0.0228
H 7.3382 -2.0499 -1.8450
C 11.8831 0.7202 -5.3190
H 9.8711 2.7257 -3.4648
H -9.0290 -4.9142 -0.9765
C -8.2865 -1.2150 5.1901
C -7.5763 6.4887 2.4326
H 3.9198 5.9555 0.2271
F -7.9271 2.6813 0.6917
H 3.1360 -1.9943 3.3411
I -0.6647 3.4594 2.8474
C -5.5582 -4.9249 -2.6822
H -8.2495 -6.9298 -2.1850
C 5.5088 2.5653 -7.9896
H 6.1147 1.6704 -6.1309
H -6.0319 -6.9325 -3.2867
H -6.5997 6.4763 1.9612
F -5.7421 3.0943 0.8810
H 12.0948 2.7173 -4.5534
F -3.9607 0.6520 0.6331
C -10.0816 6.5198 3.6431
O 5.4427 1.1155 1.6452
F -6.5369 -1.4770 1.9064
C -1.1634 -1.1787 2.8125
H -9.9210 -0.5981 6.4427
C -9.2642 7.6438 3.7070
H 2.5847 -0.7949 6.0080
C 5.3421 2.2273 -6.6505
H -9.7998 -2.6028 7.8908
C 3.1967 3.3231 -6.6412
F -1.4246 0.0435 3.4391
C -7.3266 -2.1919 4.9473
H 9.1845 -1.2769 -4.8365
H 12.8549 0.7187 -5.8011
C -4.4651 -0.6728 0.7067
C -5.9946 -3.7942 -1.9995
H 8.2710 -4.2277 -5.4205
O 4.3713 2.3364 -0.1628
C -2.9543 -5.7244 0.7135
H -10.2832 4.5041 2.9245
H -11.0577 6.5317 4.1159
C -7.2506 -3.3125 5.7677
H 5.8393 -0.7011 -5.6298
H 7.2214 8.5207 1.1798
H -9.6046 8.5331 4.2262
*
```

The total energy comes out at -152123.067 eV. The calculation puts the orbital gap at 5.162 eV.

***

Record 2
Formula: C30H46IrN2O2
Source: OMol25
Level of theory: ωB97M-V/def2-TZVPD

The geometry in ORCA input format:
```
! RIJCOSX wB97M-V def2-TZVPD def2/J DEFGRID3
* xyz 2 2
H 1.9079 -4.1501 0.8296
O -2.5156 -0.4360 1.4075
H -2.2697 0.6471 3.1680
C 1.3900 0.9247 -1.5160
H -2.3743 1.5781 1.6454
C -1.2302 -0.1588 -3.5594
C 1.0416 3.2721 3.1853
H -0.1540 -2.5333 3.5033
H -4.0147 -1.4694 2.3948
C -1.3915 1.3571 -5.4310
H -0.8617 3.3872 -5.0740
H 0.6969 4.2377 2.8278
C 0.5432 -3.1765 2.9742
H 4.0604 -0.2716 5.0939
C 1.3559 -2.3893 1.9544
C -2.9883 -2.7628 1.0297
N 0.1177 0.5143 -1.6944
H -1.6850 1.5365 -6.4522
H -1.0682 -2.6917 -4.7242
H 1.5703 3.4281 4.1197
H 3.0182 1.0375 -0.1368
C -1.5865 0.0998 -4.8668
C 1.8648 0.0944 1.9528
H -1.5869 -5.0057 0.4657
H -0.0121 -3.9697 2.4835
Ir -0.5722 -0.8489 -0.0027
C 1.9622 2.6346 2.1363
H -0.8765 4.1956 -0.5194
H -2.0006 -0.6926 -5.4690
H 1.6753 3.6486 -3.1993
C 3.1781 1.0946 3.7090
H 1.5806 3.3387 -1.4550
H -2.3463 -1.8565 2.8976
H 3.7044 3.7601 2.7867
C -0.5566 2.1953 -3.3269
C -0.3624 3.4096 -2.4445
C -2.9880 -1.6226 2.0389
H -3.3133 -3.6828 1.5255
H 3.8471 3.1090 1.1579
C -0.5588 0.8556 -2.8256
H -2.0872 3.0960 -1.1725
C 2.8162 -1.2859 3.6709
H 2.8077 4.4961 1.4767
H -2.2371 -4.2490 -0.9980
C -0.9137 2.3956 -4.6504
C 3.1585 3.5476 1.8741
H -3.4090 -1.7496 -3.9337
H 3.0130 -2.2588 4.0941
H 1.3799 2.5401 1.2117
H 2.8886 -2.7200 0.4606
H 1.9532 1.2959 -2.3605
C 1.9933 -1.1713 2.5681
C 3.4230 -0.1632 4.2302
C 1.9819 0.7665 -0.2892
H -1.1270 -1.5034 -1.8937
H -0.5906 2.4577 -0.4853
H 1.1361 4.9105 -2.1029
C 2.3846 -3.2692 1.2533
H -3.8367 0.8404 2.3493
C -0.7253 -2.6134 -3.6964
H -0.4965 -4.1235 -0.6228
H 1.1966 -3.6359 3.7094
C -2.9962 -1.7875 -2.9291
H -3.6764 -2.5288 0.2085
C 2.3803 1.2605 2.5900
C -2.7598 0.7222 2.1950
H 0.1765 2.6445 3.3797
C -1.4903 -1.5170 -2.9638
H -0.8810 -3.5793 -3.2241
H -0.8823 4.2218 -2.9629
C -1.0191 3.2703 -1.0694
H -3.2019 -2.7761 -2.5257
N 1.3021 0.1672 0.7066
C -1.4974 -4.1440 -0.2008
H 3.1361 -3.5991 1.9653
O -1.6731 -2.9313 0.5188
H 0.3396 -2.3933 -3.7070
H 0.6345 -2.0321 1.1620
H 3.5997 1.9595 4.1938
C 1.1063 3.8410 -2.2938
H -3.5084 -1.0398 -2.3259
*
```

The total energy comes out at -41751.898 eV. Its energy relative to the best compared isomer or geometry (same formula, charge and spin) is 1.930 eV. The calculation puts the orbital gap (alpha / beta) at 5.998 / 5.928 eV. As for the expectation value of S²: 0.791.

***

Record 3
Formula: C2HN3O2S2
Source: OMol25
Level of theory: ωB97M-V/def2-TZVPD

The geometry in ORCA input format:
```
! RIJCOSX wB97M-V def2-TZVPD def2/J DEFGRID3
* xyz -2 1
H 0.5601 -0.1526 0.3906
C 2.3651 0.5136 -0.3285
N -2.5418 -0.0282 0.0170
C -2.1398 -1.1559 0.2188
S -4.0996 0.7584 -0.5075
S -1.6705 -2.6437 0.4073
O -4.3764 1.5497 0.6558
O -5.0604 -0.3712 -0.6219
N 1.6797 -0.2473 0.4165
N 3.1598 1.1235 -0.9787
*
```

The total energy comes out at -32325.352 eV. The calculation puts the orbital gap at 5.413 eV.

***

Record 4
Formula: C5H6O
Source: OMol25
Level of theory: ωB97M-V/def2-TZVPD

The geometry in ORCA input format:
```
! RIJCOSX wB97M-V def2-TZVPD def2/J DEFGRID3
* xyz 0 1
C 0.2700 1.6920 -0.7817
C -1.5130 -0.5174 -0.7779
C 1.6619 -0.2842 0.4535
H -1.5920 1.3520 0.2988
C -0.9407 0.4679 0.2176
H -1.9334 -0.0769 -1.7126
H 2.6546 -0.0864 0.0331
O -1.4864 -1.7129 -0.5992
H 1.3743 -1.3072 0.1835
C 0.6435 0.6813 -0.0748
H 1.7459 -0.2283 1.5481
H -0.8848 0.0202 1.2117
*
```

The total energy comes out at -7325.340 eV. Its energy relative to the best compared isomer or geometry (same formula, charge and spin) is 3.945 eV. The calculation puts the orbital gap at 10.323 eV.

***

Record 5
Formula: C3H10N4
Source: OMol25
Level of theory: ωB97M-V/def2-TZVPD

The geometry in ORCA input format:
```
! RIJCOSX wB97M-V def2-TZVPD def2/J DEFGRID3
* xyz 0 1
N -1.3109 0.5832 -1.8824
H -1.5343 -0.4128 -1.8287
N 1.4146 -0.0581 0.2552
C -0.2419 0.8870 -1.1823
H 0.0554 1.9342 -1.2909
H -0.7950 -0.7597 1.8244
C -1.2231 0.0840 1.2546
H 0.7379 -1.9645 0.4978
C 1.0350 -0.0364 -1.1389
H 1.7152 -1.3109 1.7532
N -0.1936 0.8768 0.6317
H -0.0147 1.7448 1.1267
H -1.8824 -0.3361 0.4901
H -1.8254 0.6758 1.9444
N 1.4292 -1.2719 0.7855
H 1.8412 0.4018 -1.7254
H 0.7928 -1.0373 -1.5151
*
```

The total energy comes out at -9228.795 eV. Its energy relative to the best compared isomer or geometry (same formula, charge and spin) is 4.789 eV. The calculation puts the orbital gap at 8.371 eV.

***

Record 6
Formula: C2FO4
Source: OMol25
Level of theory: ωB97M-V/def2-TZVPD

The geometry in ORCA input format:
```
! RIJCOSX wB97M-V def2-TZVPD def2/J DEFGRID3
* xyz -1 1
C -0.7965 0.6648 0.5934
C -0.1515 -0.5868 -0.1996
O 1.1313 -0.7556 -0.4612
F -0.8378 -0.9226 -1.3280
O -0.7146 1.4951 -0.3362
O -1.0793 0.6635 1.7593
O 2.4485 -0.5585 -0.0276
*
```

The total energy comes out at -12977.816 eV. Its energy relative to the best compared isomer or geometry (same formula, charge and spin) is 1.914 eV. The calculation puts the orbital gap (alpha / beta) at 8.687 / 8.686 eV.

***

> Number 3 is which compound?

C2HN3O2S2